Entry 1:
15
Properties=species:S:1:pos:R:3:mulliken_charge:R:1 method="wB97M-V/def2-TZVPD" lumo_energy_ha=0.019 homo_lumo_gap_ha=0.39217 multiplicity=1 total_charge=0 relative_energy_kcal_mol=30.5
C 1.193 0.686 0.191 -0.503
C 0.594 0.050 -1.145 -0.724
C 0.107 0.642 1.325 -0.771
C -0.427 -0.957 -0.766 -0.361
O -2.218 -1.150 1.439 -0.671
P -1.375 -0.236 0.625 0.827
Br 0.354 -2.609 -0.160 -0.048
Br -2.512 1.327 -0.408 -0.232
H 2.061 0.179 0.483 0.309
H 1.483 1.741 -0.120 0.279
H 0.327 0.723 -1.887 0.413
H 1.354 -0.627 -1.669 0.313
H 0.504 0.146 2.190 0.400
H -0.136 1.637 1.548 0.411
H -1.311 -1.552 -1.648 0.360



Entry 2:
15
Properties=species:S:1:pos:R:3:mulliken_charge:R:1 method="wB97M-V/def2-TZVPD" lumo_energy_ha="-0.027 / -0.058" homo_lumo_gap_ha="0.31612 / 0.24809" multiplicity=1 total_charge=0 relative_energy_kcal_mol=10.7
C 2.433 0.721 1.221 -0.383
C -0.504 -0.200 -0.331 0.547
C -1.100 0.333 -1.586 -1.113
C -1.463 -0.512 0.768 -1.596
Si 1.330 -0.318 0.087 0.750
Br 2.382 -0.352 -1.918 -0.293
Br 2.905 2.554 0.876 -0.088
Br 1.487 -2.289 1.200 -0.307
H 1.927 0.544 2.237 0.306
H -1.063 1.505 -1.550 0.262
H -0.565 0.072 -2.490 0.388
H -2.194 -0.091 -1.552 0.307
H -2.188 -1.339 0.637 0.370
H -2.237 0.207 0.697 0.428
H -1.150 -0.835 1.704 0.420



Entry 3:
16
Properties=species:S:1:pos:R:3:mulliken_charge:R:1 method="wB97M-V/def2-TZVPD" lumo_energy_ha=0.022 homo_lumo_gap_ha=0.31306 multiplicity=1 total_charge=0 relative_energy_kcal_mol=50.8
C -2.581 -1.137 1.120 -0.733
C 1.459 0.226 -0.349 -0.572
C 2.226 0.349 -1.697 -0.310
C -1.559 -0.866 1.944 0.252
O -0.762 1.638 -0.198 -0.422
S -0.368 0.114 -0.569 0.073
Cl 0.922 0.920 -2.803 -0.229
Cl -1.520 0.532 2.956 -0.148
Br -0.281 -2.196 2.333 -0.103
H -0.562 2.198 -0.920 0.309
H -2.478 -2.045 0.569 0.346
H -3.223 -0.384 0.771 0.367
H 1.666 -0.639 0.308 0.297
H 1.410 1.090 0.387 0.261
H 2.492 -0.624 -2.046 0.236
H 3.158 0.824 -1.806 0.375



Entry 4:
17
Properties=species:S:1:pos:R:3:mulliken_charge:R:1 method="wB97M-V/def2-TZVPD" lumo_energy_ha=-0.285 homo_lumo_gap_ha=0.16899 multiplicity=1 total_charge=+1 relative_energy_kcal_mol=90.2
C 0.124 -0.168 -0.218 0.167
C 2.025 -0.893 0.906 -0.351
C 2.388 0.017 -0.234 -0.494
C -3.464 0.410 -0.469 0.031
N 0.575 -0.960 0.832 -0.131
N 1.174 0.407 -0.895 -0.037
N -3.411 1.601 -0.191 0.645
O -3.344 2.761 -0.189 -0.239
O -1.071 -0.196 -0.531 -0.621
Br -3.999 -1.011 0.723 0.131
H 2.437 -1.953 0.706 0.240
H 2.421 -0.468 1.851 0.265
H 3.039 0.901 0.141 0.241
H 3.210 -0.366 -0.826 0.302
H -3.267 0.132 -1.453 0.387
H -0.007 -1.062 1.627 0.241
H 1.170 0.847 -1.780 0.222



Entry 5:
13
Properties=species:S:1:pos:R:3:mulliken_charge:R:1 method="wB97M-V/def2-TZVPD" lumo_energy_ha=0.032 homo_lumo_gap_ha=0.37395 multiplicity=1 total_charge=0 relative_energy_kcal_mol=95.5 smiles="[H][H].C#CBr.CC=O"
H 3.341 1.761 -0.169 0.084
H 3.161 1.157 0.270 -0.081
C -0.390 -2.301 1.687 -0.039
C -1.528 -2.696 1.617 -0.339
Br -3.288 -3.168 1.613 -0.020
H 0.556 -1.872 1.818 0.391
C -0.246 1.329 -1.482 -0.841
C -0.329 0.646 -0.257 0.174
O -1.072 -0.250 -0.007 -0.427
H -0.395 0.565 -2.270 0.254
H -1.008 2.162 -1.573 0.258
H 0.738 1.792 -1.649 0.275
H 0.458 0.873 0.402 0.311



Entry 6:
14
Properties=species:S:1:pos:R:3:mulliken_charge:R:1 method="wB97M-V/def2-TZVPD" lumo_energy_ha="-0.026 / -0.005" homo_lumo_gap_ha="0.29151 / 0.29486" multiplicity=1 total_charge=0 relative_energy_kcal_mol=104.7
C 0.587 -1.214 -1.405 -0.582
C -0.431 -1.659 -0.768 0.025
C -0.115 1.475 0.830 -0.800
C -1.185 0.426 1.191 -0.289
P -2.833 0.438 0.536 0.218
Cl -2.587 0.605 -1.558 -0.219
Cl -3.449 -1.464 0.756 -0.197
H 1.346 -1.629 -2.153 0.215
H 1.064 -0.260 -1.458 0.107
H -0.975 -2.615 -0.667 0.264
H -0.655 2.325 0.497 0.368
H 0.409 1.161 -0.054 0.094
H 0.522 1.530 1.585 0.348
H -1.261 -0.118 2.098 0.448



Entry 7:
18
Properties=species:S:1:pos:R:3:lowdin_spin:R:1 method="wB97M-V/def2-TZVPD" lumo_energy_ha="0.018 / 0.004" homo_lumo_gap_ha="0.18881 / 0.38920" multiplicity=3 total_charge=0 s_squared=2.006
C -0.223 -0.402 -0.269 0.563
C 2.139 1.876 0.232 0.078
C 1.232 1.370 -0.957 0.017
C 1.505 0.832 1.092 0.611
N 0.682 0.474 0.098 0.332
N -1.082 -0.202 -1.408 0.085
O -0.735 -1.224 0.762 0.106
Si -1.980 -2.284 0.808 0.024
Cl -3.780 -1.389 0.440 0.011
Cl -1.526 -3.730 -0.474 0.008
Cl -1.807 -2.846 2.709 0.005
H 3.294 1.821 -0.018 0.027
H 1.941 2.859 0.666 0.020
H 0.457 2.116 -1.178 0.005
H 1.730 0.791 -1.807 0.014
H 1.595 0.728 2.136 0.053
H -1.940 0.291 -1.056 0.035
H -1.503 -1.084 -1.777 0.007



Entry 8:
17
Properties=species:S:1:pos:R:3:mulliken_charge:R:1 method="wB97M-V/def2-TZVPD" lumo_energy_ha="-0.163 / -0.204" homo_lumo_gap_ha="0.32132 / 0.22984" multiplicity=1 total_charge=+1 relative_energy_kcal_mol=80.9
C -0.687 -1.014 -0.829 -0.580
C -1.059 -0.451 1.340 -0.066
C 0.947 0.560 0.245 -1.119
C -3.974 0.103 -0.346 0.399
N -1.632 -1.899 -0.152 -0.260
N -1.707 -1.509 1.126 -0.167
N -0.459 0.180 0.093 0.222
Cl -3.797 -1.417 -0.925 0.049
Cl -4.933 0.344 1.028 -0.058
Cl -3.096 1.408 -1.010 -0.127
H 0.101 -1.699 -1.060 0.312
H -0.957 -0.777 -1.771 0.469
H -0.750 -0.079 2.359 0.431
H 1.538 -0.183 0.984 0.309
H 1.384 0.776 -0.643 0.459
H 0.860 1.480 0.691 0.514
H -0.963 0.891 -0.371 0.212



Entry 9:
14
Properties=species:S:1:pos:R:3:mulliken_charge:R:1 method="wB97M-V/def2-TZVPD" lumo_energy_ha=0.037 homo_lumo_gap_ha=0.37859 multiplicity=1 total_charge=0 relative_energy_kcal_mol=7.4 smiles=F[C@@H](Cl)[C@@H]1CCN1
F 1.680 -0.230 0.743 -0.257
C 0.544 -0.872 1.180 -0.161
Cl 0.254 -0.385 2.903 -0.190
C -0.563 -0.388 0.350 0.178
C -0.209 -0.421 -1.122 -0.730
C -0.054 1.117 -1.050 -0.309
N -0.712 1.038 0.270 -0.515
H 0.762 -1.928 1.184 0.367
H -1.484 -0.951 0.590 0.327
H -1.019 -0.840 -1.733 0.280
H 0.693 -0.908 -1.501 0.258
H 1.006 1.428 -1.038 0.218
H -0.659 1.749 -1.735 0.267
H -0.239 1.591 0.960 0.266



Entry 10:
15
Properties=species:S:1:pos:R:3:mulliken_charge:R:1 method="wB97M-V/def2-TZVPD" lumo_energy_ha=0.028 homo_lumo_gap_ha=0.39465 multiplicity=1 total_charge=0 relative_energy_kcal_mol=17.1 smiles=NC1([C@H](F)Cl)COC1
N -0.539 -1.232 -0.997 -0.754
C -0.067 -0.145 -0.117 1.163
C 0.650 0.910 -0.860 -0.332
F 1.674 0.270 -1.457 -0.268
Cl 1.173 2.331 0.125 -0.164
C -1.182 0.350 0.818 -0.736
O -0.403 -0.122 1.979 -0.375
C 0.680 -0.658 1.143 -0.647
H -1.210 -0.799 -1.642 0.290
H 0.231 -1.536 -1.574 0.294
H 0.006 1.253 -1.604 0.430
H -1.274 1.402 0.799 0.279
H -2.160 -0.123 0.645 0.326
H 0.788 -1.725 1.326 0.296
H 1.633 -0.177 1.414 0.199



Entry 11:
15
Properties=species:S:1:pos:R:3:mulliken_charge:R:1 method="wB97M-V/def2-TZVPD" lumo_energy_ha=0.027 homo_lumo_gap_ha=0.40427 multiplicity=1 total_charge=0 relative_energy_kcal_mol=53.9 smiles=N[C@H]1[C@@H](O)C[C@@]1(F)Cl
N -0.794 0.088 -1.386 -0.683
C 0.522 0.300 -0.652 -0.075
C 0.017 0.932 0.699 -0.422
O -1.242 1.602 0.434 -0.549
C -0.191 -0.493 1.253 -0.537
C 0.889 -0.943 0.170 0.550
F 2.164 -0.583 0.508 -0.242
Cl 0.716 -2.426 -0.674 -0.195
H -0.686 0.875 -1.999 0.261
H -0.502 -0.755 -2.012 0.317
H 1.588 0.553 -1.248 0.330
H 0.511 1.768 1.453 0.266
H -1.703 0.877 0.024 0.435
H -0.082 -1.010 2.380 0.265
H -1.207 -0.785 1.051 0.279



Entry 12:
13
Properties=species:S:1:pos:R:3:mulliken_charge:R:1 method="wB97M-V/def2-TZVPD" lumo_energy_ha=-0.209 homo_lumo_gap_ha=0.28667 multiplicity=1 total_charge=+1 relative_energy_kcal_mol=106.6
C -0.722 1.412 0.929 -0.231
C 1.987 -0.823 -0.312 -0.563
C -1.571 0.233 0.366 -0.015
C 0.691 -1.346 -0.399 -0.250
N -1.033 1.057 -0.427 0.030
Cl 0.148 -2.185 -1.901 -0.141
H -1.332 2.267 1.310 0.246
H 0.192 1.314 1.405 0.238
H 2.227 -0.396 0.615 0.276
H 2.660 -0.685 -1.123 0.296
H -2.333 -0.679 0.529 0.369
H 0.046 -1.512 0.426 0.422
H -0.960 1.342 -1.418 0.321